[1]
DFT (ωB97M-V/def2-TZVPD) results for 2 unconnected molecules or ions with the total composition ClH2NO2Si at a distorted geometry.

Values from the calculation:
ΔE to the lowest compared entry with this formula, charge and spin ... 291.78 kJ/mol
E_LUMO (spin up / spin down) ... -1.91 / -1.17 eV
Kohn-Sham gap (spin up / spin down) ... 6.0 / 8.8 eV
Molar mass ... 111.56 g/mol
Strongest force on any atom ... 0.039 hartree/bohr
DFT total energy ... -26013.239 eV

```
! RIJCOSX wB97M-V def2-TZVPD def2/J DEFGRID3
* xyz 0 1
N -0.87441 0.35944 2.84508
O 0.10657 0.44544 3.54986
O -2.02984 0.20204 3.17893
Si -0.57090 -0.26625 -0.22204
Cl -2.43912 -0.39392 -0.84806
H -0.03839 1.07014 -0.06551
H 0.33067 -1.29193 -0.68780
*
```

=====

[2]
DFT (ωB97M-V/def2-TZVPD) results for 6 unconnected molecules or ions with the total composition C30H52N3O5 at a distorted geometry.

Values from the calculation:
E_LUMO ... -2.50 eV
Kohn-Sham gap ... 8.7 eV
Molar mass ... 534.76 g/mol
Strongest force on any atom ... 0.088 hartree/bohr
DFT total energy ... -46654.524 eV

```
! RIJCOSX wB97M-V def2-TZVPD def2/J DEFGRID3
* xyz 1 1
C 0.65833 2.90798 -3.10827
C 2.01506 2.12768 -3.27140
C 1.88516 0.56135 -3.19410
C 0.93123 0.02934 -2.05946
C 1.64367 -0.88697 -1.01258
N 2.74041 -1.62371 -1.12986
N 2.87103 -2.15054 0.11826
C 1.90961 -1.75735 0.97560
C 1.94720 -2.24023 2.45942
C 1.44065 -1.19762 3.54374
C 1.68739 0.30102 3.17334
C 3.15409 0.65724 2.78327
C 3.33563 1.89226 2.00580
C 4.62461 2.34750 1.53010
C 5.78812 1.52221 1.83760
C 5.61142 0.31833 2.61520
C 4.31889 -0.15899 3.10469
N 1.05181 -0.90883 0.27173
H 0.44148 2.96112 -2.00195
H 0.66102 3.93579 -3.53814
H -0.20204 2.35302 -3.56971
H 2.41415 2.35782 -4.30123
H 2.79400 2.53204 -2.56804
H 1.47885 0.22313 -4.18838
H 2.91913 0.12011 -3.13952
H 0.40443 0.81913 -1.47428
H 0.16427 -0.63071 -2.55635
H 3.68054 -2.74640 0.27439
H 2.96967 -2.56529 2.79118
H 1.30499 -3.16196 2.54624
H 1.86225 -1.43954 4.55076
H 0.32555 -1.33740 3.63024
H 1.42424 0.90693 4.08254
H 1.03339 0.67429 2.34380
H 2.42879 2.49374 1.75539
H 4.68953 3.28352 0.93951
H 6.78503 1.83359 1.45831
H 6.51060 -0.29465 2.83567
H 4.20256 -1.10422 3.67859
H 0.22072 -0.41848 0.64407
C -2.81714 -1.03827 1.74903
C -2.40068 0.39497 1.91415
O -1.22811 0.73230 1.81179
C -3.47463 1.39600 2.20739
H -1.93803 -1.65005 1.53891
H -3.28316 -1.39932 2.66773
H -3.51175 -1.12802 0.91406
H -3.97156 1.14543 3.14710
H -4.19602 1.40977 1.39007
H -3.03058 2.38814 2.30044
C 0.18874 3.16440 4.42581
C -0.41167 4.19809 5.34666
O -1.30255 4.92817 4.97421
C 0.14202 4.28386 6.74598
H -0.30526 3.21560 3.45464
H 1.25431 3.36221 4.28730
H 0.04006 2.16682 4.84119
H 1.20498 4.53062 6.71137
H -0.00636 3.33442 7.26429
H -0.38140 5.06712 7.29378
C -5.96060 2.42607 -2.21103
C -4.62638 2.00451 -1.65631
O -4.53561 1.45400 -0.57742
C -3.40636 2.29247 -2.49272
H -6.74661 2.15707 -1.50559
H -5.97728 3.50739 -2.35875
H -6.14846 1.91489 -3.15701
H -3.31033 3.36787 -2.65276
H -3.48178 1.77539 -3.45130
H -2.51755 1.93539 -1.97052
C 1.27713 -4.48561 -5.70870
C 0.64637 -3.46098 -4.80319
O -0.25422 -2.74501 -5.18681
C 1.17738 -3.35677 -3.39606
H 0.79675 -4.44804 -6.68610
H 2.34004 -4.26956 -5.83205
H 1.14323 -5.48509 -5.29039
H 2.23510 -3.08938 -3.41697
H 1.03835 -4.30574 -2.87336
H 0.63130 -2.58070 -2.86241
C -3.45615 -4.97342 -1.84693
C -3.16988 -3.51342 -1.61103
O -3.28983 -3.01583 -0.50967
C -2.72919 -2.69441 -2.79678
H -3.76271 -5.43769 -0.90960
H -4.26440 -5.08162 -2.57227
H -2.55691 -5.47542 -2.20937
H -3.50523 -2.70221 -3.56393
H -1.79851 -3.09393 -3.20295
H -2.55970 -1.66369 -2.48085
*
```

=====

[3]
DFT (ωB97M-V/def2-TZVPD) results for a molecular structure, C36H38F6O18S3 at a distorted geometry.

Values from the calculation:
ΔE to the lowest compared entry with this formula, charge and spin ... 8.92 kJ/mol
E_LUMO ... 0.23 eV
Kohn-Sham gap ... 9.5 eV
Molar mass ... 968.87 g/mol
Strongest force on any atom ... 0.069 hartree/bohr
DFT total energy ... -123609.799 eV

```
! RIJCOSX wB97M-V def2-TZVPD def2/J DEFGRID3
* xyz 0 1
C -3.23805 0.59685 -2.37752
C -3.92319 1.74335 -1.69126
O -3.35138 2.86902 -2.32246
C -2.26881 2.58744 -3.06651
O -1.70049 3.46533 -3.64350
O -2.11298 1.29673 -3.15320
F -3.48092 1.78236 -0.38887
H -3.80894 0.24463 -3.18423
H -2.76944 -0.07829 -1.72005
H -5.03450 1.86091 -1.78544
C 1.11241 -5.37139 -0.44568
C 1.98116 -4.98540 0.70545
O 1.08166 -4.74509 1.77956
C -0.17100 -4.60657 1.26715
O -1.05670 -4.20105 1.94263
O -0.24488 -5.06100 0.02709
F 2.72567 -3.81622 0.51772
H 1.26930 -6.45052 -0.55198
H 1.31249 -4.92129 -1.41241
H 2.69675 -5.71872 1.04234
F 4.20175 0.75534 -3.84344
C 4.85797 0.33625 -2.76458
C 5.30560 1.24410 -1.84761
C 5.90000 0.72246 -0.65619
C 6.05803 -0.65449 -0.43206
C 5.61512 -1.54062 -1.43613
C 5.04274 -1.04140 -2.58862
H 5.28841 2.27161 -2.08561
H 6.22270 1.44437 0.16376
H 6.41642 -0.87757 0.56604
H 5.74487 -2.64657 -1.32722
H 4.60963 -1.70383 -3.36443
F -6.68597 -1.64857 5.98603
C -5.33966 -1.48177 5.97156
C -4.86314 -0.19017 5.70830
C -3.52591 0.10376 5.62931
C -2.63891 -0.97001 5.68594
C -3.14405 -2.25126 5.90827
C -4.45240 -2.54615 6.10117
H -5.56798 0.59403 5.57577
H -3.18248 1.11847 5.39171
H -1.55853 -0.85915 5.64104
H -2.38756 -3.09014 6.09489
H -4.67538 -3.58498 6.38316
F 5.73293 2.39463 2.96369
C 4.66358 1.53549 3.06359
C 4.87716 0.15744 3.10860
C 3.78331 -0.71085 3.07585
C 2.49614 -0.14629 2.75922
C 2.32232 1.24087 2.79990
C 3.43096 2.07175 2.90595
H 5.93076 -0.14919 3.06994
H 3.93111 -1.74177 2.99813
H 1.69290 -0.84594 2.74824
H 1.36876 1.70683 2.59580
H 3.27434 3.09168 2.88820
F 0.55798 -1.73199 -0.36099
C 0.74769 -0.38204 -0.36442
C 1.98901 0.19267 -0.67835
C 2.12917 1.61040 -0.60843
C 1.03186 2.42950 -0.36170
C -0.17918 1.83265 0.07347
C -0.28094 0.47104 0.09935
H 2.81070 -0.51625 -0.90576
H 3.04494 2.12219 -0.87103
H 1.02143 3.49295 -0.45032
H -1.04792 2.39413 0.22235
H -1.21518 -0.04983 0.29517
C 1.05806 -0.93483 -3.64739
C 0.60119 -1.51354 -4.97952
O -0.56634 -2.27250 -4.72604
S -0.64415 -2.62042 -3.18973
O 0.19820 -3.73126 -2.80994
O -2.00865 -2.73471 -2.79472
O 0.00339 -1.22939 -2.74681
H 1.13841 0.12905 -3.52804
H 1.94464 -1.36434 -3.21708
H 1.45329 -2.09744 -5.30630
H 0.35176 -0.82215 -5.76428
C -0.73981 6.51057 -2.09429
C -0.82838 6.38433 -3.60431
O 0.53731 5.86552 -3.97853
S 1.59879 6.67398 -3.13900
O 1.76213 7.97304 -3.69196
O 2.65261 5.84207 -2.73384
O 0.62374 6.89323 -1.86549
H -0.95857 5.53474 -1.54907
H -1.34507 7.32206 -1.70872
H -0.89704 7.30244 -4.17413
H -1.65146 5.74903 -3.96468
C -3.91780 -2.48595 1.01564
C -4.71306 -2.15532 2.26117
O -5.98690 -1.59870 1.76105
S -6.12382 -1.73692 0.18301
O -5.81549 -0.47442 -0.39854
O -7.33771 -2.36438 -0.13066
O -4.88956 -2.70778 -0.02133
H -3.38556 -3.44063 1.11073
H -3.18045 -1.73402 0.64289
H -4.28994 -1.49845 3.00923
H -5.01702 -3.12774 2.71432
*
```

=====

[4]
DFT (ωB97M-V/def2-TZVPD) results for C6H8FO2P in the gas phase at a distorted geometry.

Values from the calculation:
ΔE to the lowest compared entry with this formula, charge and spin ... 93.05 kJ/mol
E_LUMO ... 0.89 eV
Kohn-Sham gap ... 10.3 eV
Molar mass ... 162.10 g/mol
Strongest force on any atom ... 0.106 hartree/bohr
DFT total energy ... -22450.763 eV
SMILES ... C#C[C@@]1(F)CCP(OC)O1

```
! RIJCOSX wB97M-V def2-TZVPD def2/J DEFGRID3
* xyz 0 1
C -2.84437 2.31093 0.50553
C -2.62116 1.12123 0.35949
C -2.30130 -0.28732 0.13980
F -3.48112 -0.99055 0.04656
C -1.46792 -0.31992 -1.23697
C -0.40790 -1.39320 -1.03249
P -0.10594 -1.59626 0.77220
O 0.91519 -0.37757 0.86996
C 1.65468 -0.10012 2.01962
O -1.55054 -0.83311 1.18386
H -3.00586 3.19187 0.94271
H -1.05551 0.66231 -1.29382
H -2.20915 -0.42790 -1.98692
H -0.79355 -2.31685 -1.56477
H 0.49185 -1.25676 -1.52918
H 1.95506 0.97701 2.12172
H 2.73917 -0.49262 2.00196
H 1.17890 -0.29535 3.09380
*
```

=====

What did the fourth record say?
DFT (ωB97M-V/def2-TZVPD) results for C6H8FO2P in the gas phase at a distorted geometry.

Values from the calculation:
ΔE to the lowest compared entry with this formula, charge and spin ... 93.05 kJ/mol
E_LUMO ... 0.89 eV
Kohn-Sham gap ... 10.3 eV
Molar mass ... 162.10 g/mol
Strongest force on any atom ... 0.106 hartree/bohr
DFT total energy ... -22450.763 eV
SMILES ... C#C[C@@]1(F)CCP(OC)O1

```
! RIJCOSX wB97M-V def2-TZVPD def2/J DEFGRID3
* xyz 0 1
C -2.84437 2.31093 0.50553
C -2.62116 1.12123 0.35949
C -2.30130 -0.28732 0.13980
F -3.48112 -0.99055 0.04656
C -1.46792 -0.31992 -1.23697
C -0.40790 -1.39320 -1.03249
P -0.10594 -1.59626 0.77220
O 0.91519 -0.37757 0.86996
C 1.65468 -0.10012 2.01962
O -1.55054 -0.83311 1.18386
H -3.00586 3.19187 0.94271
H -1.05551 0.66231 -1.29382
H -2.20915 -0.42790 -1.98692
H -0.79355 -2.31685 -1.56477
H 0.49185 -1.25676 -1.52918
H 1.95506 0.97701 2.12172
H 2.73917 -0.49262 2.00196
H 1.17890 -0.29535 3.09380
*
```